Record 1
2 unconnected molecules or ions with the total composition C4H10IP in a non-equilibrium geometry. Source: the Open Molecules 2025 dataset; level of theory: wB97M-V/def2-TZVPD.

Kohn-Sham gap ... 9.0871 eV
ΔE to the lowest compared entry with this formula, charge and spin ... 43.7 kcal per mole
Maximum force ... 0.0676 hartree/bohr
Total charge ... 0
E_HOMO ... -9.052 eV
SMILES string ... C=C(C)C.PI
Total energy ... -21698.12102 eV

Element x y z (Å)
C1 -1.89 -1.03 -0.39
C2 -1.22 0.10 -0.19
C3 -1.05 0.71 1.14
C4 -0.62 0.86 -1.35
H1 -1.90 -1.50 -1.36
H2 -2.37 -1.58 0.32
H3 -0.12 0.34 1.64
H4 -0.90 1.73 1.19
H5 -1.83 0.28 1.76
H6 -1.36 1.39 -2.07
H7 -0.02 0.10 -1.98
H8 0.20 1.57 -0.91
P1 2.76 -0.37 0.96
I1 3.33 -0.35 -1.35
H9 4.14 -0.50 1.46
H10 2.84 -1.76 1.13



Record 2
A molecular structure, C2H6Cl3N2 in a non-equilibrium geometry. Source: the Open Molecules 2025 dataset; level of theory: wB97M-V/def2-TZVPD.

Kohn-Sham gap ... 10.2676 eV
ΔE to the lowest compared entry with this formula, charge and spin ... 18.8 kcal per mole
Maximum force ... 0.0869 hartree/bohr
Total charge ... +1
E_HOMO ... -13.934 eV
Total energy ... -42710.15839 eV

Element x y z (Å)
C1 -0.10 0.14 -0.07
C2 -2.13 0.07 -0.32
N1 0.39 -1.09 0.12
N2 -0.32 0.91 1.14
Cl1 -3.11 1.56 -0.46
Cl2 -2.58 -0.90 -1.72
Cl3 -2.55 -0.65 1.31
H1 0.32 0.80 -0.76
H2 -0.18 -1.74 0.63
H3 0.88 -1.56 -0.60
H4 0.48 1.51 1.28
H5 -0.54 0.28 1.93
H6 -1.15 1.48 1.00



- Among the records above, which one has the lowest total energy?
  C2H6Cl3N2